# 1
Here is C29H18AlClN6O6 as an isolated structure from OMol25. Energies are from ωB97M-V with the def2-TZVPD basis set.

Atoms and positions in Å:
Al (-1.1511, 1.0095, 0.7259)
O (-2.3491, -2.6616, -0.4249)
C (-1.8618, -1.5556, -0.2826)
N (-2.0095, -0.6772, 0.7310)
C (-2.5827, -1.0241, 1.9751)
C (-3.4762, -2.0547, 2.2295)
C (-3.9180, -2.2573, 3.5339)
C (-3.4761, -1.4460, 4.5678)
C (-2.5830, -0.4092, 4.3193)
C (-2.1407, -0.2018, 3.0237)
N (-1.2623, 0.8255, 2.5946)
C (-0.3262, 1.3756, 3.3914)
O (-0.1008, 1.1984, 4.5737)
C (0.5062, 2.3678, 2.6061)
C (1.4205, 3.1887, 3.2329)
C (2.0441, 4.1729, 2.4869)
C (1.6992, 4.3244, 1.1504)
C (0.7856, 3.4514, 0.5962)
N (0.2306, 2.4561, 1.2963)
C (-0.9358, -0.9932, -1.3254)
C (-0.7482, -1.5290, -2.5194)
C (0.1090, -0.7981, -3.4840)
C (1.4497, 0.9263, -3.2974)
C (1.2326, 1.4702, -1.8929)
N (-0.2747, 0.2432, -0.9940)
H (-3.8056, -2.6884, 1.4206)
H (-4.6143, -3.0611, 3.7381)
H (-3.8240, -1.6178, 5.5789)
H (-2.2202, 0.2185, 5.1191)
H (1.5931, 3.0462, 4.2903)
H (2.7659, 4.8375, 2.9443)
H (2.1183, 5.1155, 0.5450)
H (0.4641, 3.5703, -0.4286)
H (-1.2571, -2.4489, -2.7777)
H (0.0278, -1.1623, -4.5027)
H (2.0998, 1.4325, -4.0021)
H (1.7677, 2.3498, -1.5598)
O (-1.1656, 2.5186, -4.8157)
C (-0.7210, 1.2744, -4.7839)
O (-0.7376, 0.5692, -5.7576)
C (-0.0917, 0.7478, -3.4939)
C (1.6036, -0.5879, -3.0849)
Cl (2.7580, -1.3722, -4.1642)
N (1.9141, -0.7177, -1.6540)
N (1.3030, 0.3019, -0.9589)
C (-0.3139, 1.3079, -2.0353)
C (-1.3508, 2.3627, -1.6245)
O (-1.5866, 3.3221, -2.3377)
O (-1.8786, 2.1682, -0.4600)
C (2.1222, -1.9200, -0.9023)
C (2.9971, -2.9071, -1.3475)
C (3.1882, -4.0545, -0.5915)
C (2.5437, -4.2243, 0.6244)
C (1.6971, -3.2267, 1.0815)
C (1.4807, -2.0871, 0.3234)
H (-1.2588, 2.9163, -3.9123)
H (3.5415, -2.7836, -2.2691)
H (3.8652, -4.8159, -0.9572)
H (2.7022, -5.1208, 1.2086)
H (1.1836, -3.3332, 2.0282)
H (0.8075, -1.3323, 0.7042)

Frontier orbital gap (eV): 7.21
LUMO (eV): -0.91
Multiplicity: 1
Total charge: 0

=====

# 2
Here is C29H20BrF10IrN6S as an isolated structure at a distorted geometry from OMol25. Energies are from ωB97M-V with the def2-TZVPD basis set.

Atoms and positions in Å:
Ir (1.4046, -0.2471, 0.0430)
C (1.9813, -3.3546, 1.1751)
N (0.9383, -2.3466, 0.9491)
C (0.2532, -1.9458, 2.1951)
C (0.9196, -0.7716, 2.9096)
N (1.1312, 0.3989, 2.0285)
C (1.3794, 1.6062, 2.5773)
C (1.6184, 2.7291, 1.7239)
F (1.7292, 2.5659, 0.4214)
C (1.7481, 4.0090, 2.1778)
F (1.9322, 5.0002, 1.3240)
C (1.6974, 4.2691, 3.5386)
F (1.8036, 5.4929, 3.9790)
C (1.5526, 3.2165, 4.4266)
F (1.5540, 3.4579, 5.7262)
C (1.4153, 1.9298, 3.9718)
F (1.3436, 1.0041, 4.9083)
C (0.0278, -2.7225, -0.1426)
C (0.7219, -2.6573, -1.5000)
N (1.5621, -1.4458, -1.6655)
C (2.3451, -1.3817, -2.8062)
C (2.1981, -2.2054, -3.9637)
F (1.2198, -3.0911, -4.0864)
C (3.0199, -2.1230, -5.0596)
F (2.8071, -2.9187, -6.0964)
C (4.0545, -1.2121, -5.1010)
F (4.8279, -1.1327, -6.1538)
C (4.2532, -0.3839, -4.0147)
F (5.2390, 0.4974, -4.0294)
C (3.4347, -0.4698, -2.9144)
F (3.7415, 0.3574, -1.9333)
H (1.5186, -4.3257, 1.3911)
H (2.6047, -3.0550, 2.0118)
H (2.6265, -3.4424, 0.3035)
H (0.2256, -2.7774, 2.9032)
H (-0.7750, -1.6868, 1.9542)
H (1.8952, -1.0695, 3.2950)
H (0.2901, -0.5252, 3.7574)
H (-0.8181, -2.0333, -0.1225)
H (-0.3579, -3.7401, -0.0114)
H (-0.0579, -2.6910, -2.2554)
H (1.3401, -3.5402, -1.6456)
N (-3.4686, 1.0500, -0.1435)
C (-4.3341, 0.6092, 0.9125)
C (-5.7000, 0.7678, 0.7953)
C (-6.5472, 0.3520, 1.8199)
C (-6.0214, -0.2257, 2.9529)
C (-4.6430, -0.3922, 3.0592)
C (-3.8115, 0.0298, 2.0418)
S (-2.0496, -0.1205, 2.1868)
N (-1.4865, 0.1632, 0.6202)
C (-2.1435, 0.7433, -0.2507)
C (-1.4214, 1.1700, -1.5002)
C (-2.1063, 1.5695, -2.6357)
C (-1.4195, 2.0917, -3.7235)
C (-0.0562, 2.2253, -3.6192)
C (0.5528, 1.7436, -2.4729)
N (-0.0936, 1.1783, -1.4519)
H (-3.8909, 1.5997, -0.8576)
H (-6.1050, 1.2228, -0.1058)
H (-7.6194, 0.4753, 1.7207)
H (-6.6755, -0.5477, 3.7548)
H (-4.2081, -0.8416, 3.9471)
H (-3.1778, 1.4401, -2.7069)
H (-1.9471, 2.3915, -4.6221)
H (0.5389, 2.6856, -4.4003)
H (1.6218, 1.8501, -2.3518)
Br (3.8658, -0.4694, 0.8414)

Frontier orbital gap (alpha / beta) (eV): 6.56 / 5.20
LUMO (alpha / beta) (eV): -2.97 / -5.29
Multiplicity: 6
Total charge: +1

=====

# 3
Here is C29H20Cl2KN5O5 as an isolated structure from OMol25. Energies are from ωB97M-V with the def2-TZVPD basis set.

Atoms and positions in Å:
K (0.3114, 1.0538, -0.0097)
Cl (0.6814, -5.2767, 4.1810)
C (0.9372, -4.2211, 2.8120)
C (0.1667, -3.0730, 2.6888)
C (0.3148, -2.1938, 1.6179)
N (-0.5649, -1.1338, 1.4628)
C (-0.6631, -0.1257, 2.2746)
O (-1.5563, 0.7635, 2.2250)
C (0.4426, 0.0687, 3.2962)
C (0.2539, -0.0887, 4.6667)
C (1.3385, 0.0708, 5.5087)
C (2.5727, 0.4010, 4.9641)
C (2.6550, 0.5678, 3.5910)
N (1.6201, 0.4076, 2.7749)
C (1.3102, -2.4659, 0.6285)
C (2.0432, -3.6570, 0.7604)
C (1.8695, -4.5145, 1.8351)
Cl (2.8342, -5.9702, 1.9222)
N (1.5482, -1.5046, -0.3242)
C (2.2239, -1.7591, -1.4346)
O (2.6079, -2.8477, -1.9159)
C (2.6072, -0.5075, -2.2112)
C (3.4656, -0.6462, -3.3041)
C (3.8368, 0.4777, -4.0185)
C (3.3320, 1.7128, -3.6341)
C (2.4837, 1.7582, -2.5368)
N (2.1381, 0.6815, -1.8354)
H (-0.5878, -2.8601, 3.4355)
H (-0.7268, -0.3383, 5.0502)
H (1.2273, -0.0649, 6.5782)
H (3.4452, 0.5331, 5.5910)
H (3.5924, 0.8371, 3.1136)
H (2.7715, -3.8932, 0.0006)
H (3.8095, -1.6383, -3.5582)
H (4.5032, 0.3988, -4.8708)
H (3.5790, 2.6226, -4.1658)
H (2.0405, 2.6932, -2.2058)
O (-0.8254, 4.5064, -2.7467)
C (-0.7146, 3.4848, -2.0412)
O (0.1112, 3.2283, -1.1392)
C (-1.7444, 2.3645, -2.3502)
C (-2.7337, 2.5912, -3.3418)
C (-3.6143, 1.5989, -3.6488)
C (-3.5291, 0.3580, -2.9733)
C (-4.3804, -0.7367, -3.2408)
C (-4.2391, -1.9074, -2.5466)
C (-3.2496, -2.0285, -1.5492)
C (-2.4111, -0.9866, -1.2637)
C (-2.5233, 0.2279, -1.9811)
N (-1.6557, 1.2343, -1.6966)
H (-2.7461, 3.5555, -3.8292)
H (-4.3824, 1.7381, -4.4036)
H (-5.1421, -0.6329, -4.0073)
H (-4.8889, -2.7485, -2.7606)
H (-3.1560, -2.9568, -0.9988)
H (-1.6632, -1.0583, -0.4761)
C (-2.0139, 3.9172, 1.8576)
O (-0.9861, 3.3727, 2.6603)
H (-2.8885, 4.1927, 2.4660)
H (-2.3411, 3.2097, 1.0908)
H (-1.6415, 4.8099, 1.3502)
H (-1.1053, 2.3973, 2.6158)

Frontier orbital gap (eV): 6.04
LUMO (eV): 4.26
Multiplicity: 1
Total charge: -2

=====

# 4
Here is C29H21CrINS4 as an isolated structure from OMol25. Energies are from ωB97M-V with the def2-TZVPD basis set.

Atoms and positions in Å:
Cr (-0.8584, 0.8166, 0.1292)
S (-3.2017, 1.2098, -0.1251)
C (-3.9854, 0.2554, 1.1415)
C (-4.4278, 0.9263, 2.2914)
C (-5.0614, 0.2615, 3.3267)
C (-5.2863, -1.1067, 3.2453)
C (-4.8675, -1.7882, 2.1170)
C (-4.2174, -1.1293, 1.0726)
S (-3.7360, -2.1106, -0.3325)
C (-2.0076, -2.5212, 0.1138)
C (-1.1222, -2.2715, -1.0627)
C (-0.6909, -3.3411, -1.8314)
C (-0.0205, -3.1013, -3.0182)
C (0.1306, -1.7941, -3.4302)
C (-0.3234, -0.7710, -2.6045)
C (-0.3053, 0.6266, -3.1708)
S (-0.5741, 1.9697, -1.9873)
C (1.0080, 2.7800, -1.9816)
C (1.0327, 4.0610, -2.5119)
C (2.1954, 4.8146, -2.4525)
C (3.3163, 4.2747, -1.8469)
C (3.2797, 2.9908, -1.3186)
C (2.1313, 2.2106, -1.3756)
S (0.5688, 2.2908, 1.1239)
N (-0.8665, -0.9926, -1.4044)
H (-4.2566, 1.9933, 2.3525)
H (-5.3833, 0.8172, 4.1987)
H (-5.7851, -1.6350, 4.0471)
H (-5.0372, -2.8533, 2.0251)
H (-1.9425, -3.5635, 0.4219)
H (-1.7303, -1.9015, 0.9580)
H (-0.9006, -4.3487, -1.5006)
H (0.3385, -3.9205, -3.6272)
H (0.5824, -1.5513, -4.3826)
H (-1.1124, 0.6895, -3.9034)
H (0.6270, 0.8278, -3.6957)
H (0.1334, 4.4704, -2.9534)
H (2.2155, 5.8146, -2.8641)
H (4.2265, 4.8557, -1.7733)
H (4.1591, 2.6002, -0.8240)
I (-1.1151, -0.0580, 2.7641)
C (0.9183, -0.5643, 2.6888)
C (1.3853, -1.3544, 3.7266)
C (2.6888, -1.8197, 3.6987)
C (3.4846, -1.4983, 2.6148)
C (3.0088, -0.7009, 1.5786)
C (3.8905, -0.4083, 0.4500)
C (3.4854, 0.2761, -0.6095)
C (2.0928, 0.8188, -0.7647)
C (1.2259, 0.7589, 0.5274)
C (1.7001, -0.1776, 1.5951)
H (0.7267, -1.6174, 4.5439)
H (3.0668, -2.4358, 4.5033)
H (4.5031, -1.8646, 2.5607)
H (4.8988, -0.8045, 0.4921)
H (4.1654, 0.4309, -1.4403)
H (1.6288, 0.1633, -1.5157)

Frontier orbital gap (alpha / beta) (eV): 7.36 / 7.24
LUMO (alpha / beta) (eV): 0.02 / 0.09
Multiplicity: 4
Total charge: 0